Entry 1:
Molecular formula: C33H97N5O18
Method: DFT, wB97M-V/def2-TZVPD

Output
- Highest occupied orbital energy (alpha / beta): 0.0287 / -0.2412 Eh
- <S²>: 0.750
- Total charge: -1
- 2S+1: 2

Element x y z (Å)
C (1.090, 0.634, -3.029)
O (0.308, 1.314, -2.020)
C (0.542, 0.875, -0.730)
C (-0.699, 1.234, 0.145)
N (-0.839, 2.597, 0.450)
C (0.106, 3.087, 1.502)
C (0.019, 2.459, 2.872)
O (0.969, 1.313, 2.922)
C (0.708, 0.434, 3.995)
H (1.884, -0.047, -2.722)
H (1.501, 1.469, -3.596)
H (0.524, 0.031, -3.740)
H (1.465, 1.349, -0.397)
H (0.671, -0.206, -0.676)
H (-0.699, 0.572, 1.011)
H (-1.643, 0.985, -0.340)
H (-0.686, 3.183, -0.359)
H (-0.078, 4.152, 1.645)
H (1.124, 3.130, 1.115)
H (-0.987, 2.039, 2.878)
H (0.158, 3.191, 3.667)
H (-0.248, -0.086, 3.930)
H (0.731, 1.053, 4.892)
H (1.511, -0.298, 4.078)
C (-4.989, -7.497, -5.876)
O (-5.017, -6.302, -5.120)
C (-5.561, -6.553, -3.824)
C (-5.836, -5.158, -3.328)
N (-4.701, -4.422, -2.672)
C (-3.421, -4.600, -3.326)
C (-2.495, -3.564, -2.626)
O (-2.734, -2.190, -2.954)
C (-1.970, -1.351, -2.142)
H (-4.013, -7.956, -5.723)
H (-4.891, -7.263, -6.936)
H (-5.900, -8.078, -5.731)
H (-4.938, -7.115, -3.129)
H (-6.548, -7.012, -3.887)
H (-6.643, -5.138, -2.596)
H (-6.186, -4.525, -4.143)
H (-4.866, -3.428, -2.600)
H (-3.472, -4.537, -4.413)
H (-3.172, -5.632, -3.083)
H (-1.498, -3.884, -2.928)
H (-2.541, -3.695, -1.544)
H (-2.353, -1.382, -1.122)
H (-2.285, -0.356, -2.454)
H (-0.887, -1.467, -2.164)
C (1.179, -3.670, 7.104)
O (1.379, -2.225, 6.961)
C (0.842, -1.503, 8.045)
C (-0.687, -1.631, 7.959)
N (-1.208, -1.117, 6.677)
C (-2.617, -1.424, 6.449)
C (-3.002, -0.980, 5.026)
O (-2.685, -2.108, 4.147)
C (-3.110, -1.875, 2.803)
H (0.184, -3.973, 6.778)
H (1.373, -4.023, 8.117)
H (1.886, -4.191, 6.457)
H (1.065, -0.438, 8.107)
H (1.170, -2.033, 8.938)
H (-1.154, -1.109, 8.794)
H (-0.986, -2.679, 7.999)
H (-0.696, -1.479, 5.885)
H (-3.317, -0.957, 7.143)
H (-2.717, -2.509, 6.471)
H (-2.482, -0.079, 4.701)
H (-4.018, -0.599, 4.927)
H (-2.602, -0.979, 2.446)
H (-4.197, -1.796, 2.779)
H (-2.765, -2.764, 2.275)
C (-2.309, -2.243, -6.586)
O (-1.011, -1.628, -6.786)
C (0.009, -2.546, -7.045)
C (1.385, -1.888, -7.124)
N (1.559, -0.957, -5.973)
C (2.658, 0.047, -6.158)
C (2.309, 1.230, -7.084)
O (1.340, 1.883, -6.314)
C (1.037, 3.229, -6.816)
H (-2.985, -1.466, -6.227)
H (-2.331, -2.956, -5.762)
H (-2.724, -2.624, -7.520)
H (-0.138, -3.122, -7.958)
H (-0.058, -3.165, -6.150)
H (1.373, -1.379, -8.088)
H (2.203, -2.604, -7.212)
H (0.745, -0.371, -6.091)
H (3.437, -0.645, -6.480)
H (3.047, 0.478, -5.236)
H (1.828, 0.918, -8.011)
H (3.145, 1.893, -7.309)
H (0.655, 3.154, -7.834)
H (1.969, 3.783, -6.926)
H (0.365, 3.801, -6.177)
C (6.639, 2.190, 5.514)
O (5.920, 1.725, 4.401)
C (5.197, 0.511, 4.625)
C (4.367, 0.274, 3.401)
N (5.134, 0.015, 2.235)
C (4.307, -0.488, 1.108)
C (5.173, -0.376, -0.156)
O (5.531, 0.939, -0.555)
C (4.458, 1.612, -1.127)
H (7.266, 1.364, 5.851)
H (6.014, 2.620, 6.297)
H (7.316, 3.019, 5.307)
H (4.589, 0.681, 5.513)
H (5.850, -0.340, 4.818)
H (3.694, 1.116, 3.237)
H (3.728, -0.582, 3.618)
H (5.512, 0.904, 1.941)
H (3.411, 0.112, 0.953)
H (3.943, -1.501, 1.280)
H (4.803, -1.123, -0.859)
H (6.115, -0.838, 0.141)
H (3.970, 1.006, -1.891)
H (4.717, 2.572, -1.573)
H (3.672, 1.875, -0.420)
C (3.952, -2.504, -3.418)
O (2.617, -2.639, -3.692)
H (4.605, -2.987, -4.145)
H (4.241, -1.453, -3.401)
H (4.194, -2.890, -2.427)
H (2.340, -2.079, -4.421)
C (-0.711, 7.771, -0.062)
O (-0.619, 6.346, -0.102)
H (-0.508, 8.143, -1.066)
H (-1.747, 8.010, 0.176)
H (-0.048, 8.147, 0.718)
H (-1.341, 5.964, -0.606)
C (-2.015, 6.605, 3.232)
O (-2.643, 6.726, 4.556)
H (-2.642, 5.917, 2.665)
H (-1.893, 7.561, 2.724)
H (-0.974, 6.283, 3.243)
H (-3.552, 7.025, 4.479)
O (1.948, 5.743, 0.597)
H (1.010, 5.920, 0.526)
H (2.263, 5.753, -0.306)
O (-1.890, 1.875, 6.193)
H (-1.582, 0.969, 6.206)
H (-1.763, 2.184, 7.090)
O (-3.173, 1.831, 1.674)
H (-2.328, 1.883, 1.227)
H (-3.012, 2.207, 2.539)
O (-3.188, 2.789, 4.182)
H (-2.632, 2.511, 4.910)
H (-3.934, 3.218, 4.599)
O (-1.690, 2.801, -3.290)
H (-0.995, 2.361, -2.801)
H (-2.474, 2.679, -2.755)

These are the Mulliken partial charges, in e, on atoms 1 to 2: atom 1 (C): -0.7777, atom 2 (O): -0.4669

=====

Entry 2:
Molecular formula: C33H99O44P11
Method: DFT, wB97M-V/def2-TZVPD

Output
- Relative energy (zero: lowest compared OMol25 entry of this formula, charge and spin): 1.589 eV
- Highest occupied orbital energy: -0.3671 Eh
- SMILES: COP(=O)(OC)OC.COP(=O)(OC)OC.COP(=O)(OC)OC.COP(=O)(OC)OC.COP(=O)(OC)OC.COP(=O)(OC)OC.COP(=O)(OC)OC.COP(=O)(OC)OC.COP(=O)(OC)OC.COP(=O)(OC)OC.COP(=O)(OC)OC
- Total charge: 0

Element x y z (Å)
C (3.433, 4.967, 1.009)
O (3.908, 4.205, 2.096)
P (4.397, 4.921, 3.451)
O (5.081, 3.972, 4.302)
O (3.071, 5.630, 4.008)
C (3.008, 7.028, 4.377)
O (5.228, 6.169, 2.788)
C (6.338, 6.717, 3.498)
H (3.145, 5.980, 1.306)
H (2.499, 4.595, 0.583)
H (4.165, 5.064, 0.208)
H (1.947, 7.261, 4.385)
H (3.534, 7.640, 3.649)
H (3.427, 7.132, 5.376)
H (6.252, 6.750, 4.590)
H (6.443, 7.767, 3.232)
H (7.229, 6.120, 3.317)
C (1.386, 1.382, -1.355)
O (0.029, 0.952, -1.241)
P (-0.433, 0.058, 0.070)
O (-1.714, -0.639, -0.035)
O (-0.176, 1.060, 1.282)
C (-0.612, 2.415, 1.229)
O (0.820, -0.948, 0.090)
C (0.630, -2.317, -0.297)
H (1.899, 1.499, -0.397)
H (1.364, 2.218, -2.051)
H (1.968, 0.559, -1.786)
H (-0.968, 2.550, 2.256)
H (-1.490, 2.665, 0.636)
H (0.158, 3.181, 1.137)
H (1.391, -2.856, 0.267)
H (0.980, -2.542, -1.309)
H (-0.399, -2.658, -0.249)
C (-4.237, -6.548, -2.287)
O (-3.622, -5.502, -3.005)
P (-2.068, -5.389, -3.294)
O (-1.313, -6.590, -2.919)
O (-1.649, -4.078, -2.488)
C (-2.260, -2.815, -2.829)
O (-2.113, -5.008, -4.841)
C (-1.859, -6.011, -5.847)
H (-4.844, -7.222, -2.887)
H (-4.781, -6.055, -1.475)
H (-3.560, -7.194, -1.718)
H (-1.843, -2.447, -3.762)
H (-2.119, -2.052, -2.062)
H (-3.343, -2.949, -2.812)
H (-2.718, -6.546, -6.247)
H (-1.125, -6.697, -5.424)
H (-1.354, -5.462, -6.639)
C (-5.623, 1.066, 6.064)
O (-5.220, 1.982, 7.080)
P (-4.883, 3.507, 6.701)
O (-5.962, 4.341, 6.169)
O (-4.242, 3.914, 8.137)
C (-5.153, 3.916, 9.255)
O (-3.592, 3.411, 5.740)
C (-3.666, 4.072, 4.451)
H (-5.318, 0.070, 6.386)
H (-5.056, 1.198, 5.138)
H (-6.696, 1.128, 5.901)
H (-5.058, 4.858, 9.788)
H (-4.892, 3.054, 9.864)
H (-6.182, 3.804, 8.910)
H (-3.215, 5.044, 4.659)
H (-4.700, 4.125, 4.122)
H (-3.016, 3.571, 3.738)
C (6.104, -0.408, -3.391)
O (5.853, -1.024, -2.156)
P (4.746, -2.171, -2.025)
O (4.947, -3.370, -2.840)
O (4.639, -2.524, -0.484)
C (4.750, -1.537, 0.541)
O (3.359, -1.413, -2.282)
C (2.656, -1.620, -3.533)
H (5.632, -0.826, -4.291)
H (7.182, -0.393, -3.532)
H (5.707, 0.602, -3.559)
H (5.145, -0.596, 0.147)
H (5.468, -1.844, 1.296)
H (3.786, -1.244, 0.957)
H (1.836, -2.300, -3.306)
H (3.272, -1.934, -4.369)
H (2.209, -0.647, -3.741)
C (-2.262, 3.996, -2.974)
O (-1.467, 4.127, -4.124)
P (-0.096, 4.899, -4.067)
O (0.933, 4.509, -3.095)
O (0.387, 4.756, -5.584)
C (1.334, 5.689, -6.067)
O (-0.569, 6.463, -3.969)
C (-0.705, 7.090, -2.710)
H (-1.815, 3.473, -2.132)
H (-3.187, 3.465, -3.236)
H (-2.804, 4.920, -2.743)
H (2.258, 5.215, -6.395)
H (1.614, 6.498, -5.388)
H (0.959, 6.244, -6.929)
H (-0.441, 8.149, -2.748)
H (0.090, 6.701, -2.059)
H (-1.653, 6.976, -2.189)
C (0.527, -5.865, 0.328)
O (0.673, -7.036, 1.129)
P (2.037, -7.839, 1.332)
O (1.937, -9.203, 0.863)
O (3.147, -6.892, 0.674)
C (4.317, -7.571, 0.146)
O (2.311, -7.702, 2.896)
C (1.388, -8.326, 3.789)
H (0.324, -5.068, 1.051)
H (-0.293, -5.928, -0.383)
H (1.440, -5.482, -0.123)
H (5.145, -7.356, 0.825)
H (4.510, -7.061, -0.795)
H (4.218, -8.651, 0.086)
H (0.624, -7.633, 4.150)
H (1.934, -8.617, 4.684)
H (0.886, -9.154, 3.290)
C (0.961, 0.152, 4.088)
O (0.805, -0.793, 5.114)
P (0.855, -0.305, 6.647)
O (0.319, -1.296, 7.586)
O (2.348, 0.136, 6.863)
C (3.294, -0.787, 7.407)
O (0.155, 1.136, 6.617)
C (-1.281, 1.163, 6.535)
H (0.002, 0.408, 3.634)
H (1.680, -0.129, 3.314)
H (1.374, 1.115, 4.409)
H (4.064, -0.911, 6.643)
H (2.958, -1.776, 7.705)
H (3.823, -0.316, 8.234)
H (-1.693, 0.290, 6.022)
H (-1.472, 2.094, 6.012)
H (-1.715, 1.142, 7.535)
C (2.220, -5.650, -2.833)
O (1.544, -6.008, -4.036)
P (2.277, -6.921, -5.141)
O (1.521, -6.888, -6.404)
O (3.774, -6.392, -5.148)
C (4.157, -5.143, -5.756)
O (2.443, -8.348, -4.430)
C (1.255, -8.903, -3.808)
H (2.848, -4.773, -2.963)
H (2.672, -6.511, -2.340)
H (1.438, -5.373, -2.126)
H (4.847, -4.624, -5.093)
H (3.235, -4.587, -5.924)
H (4.720, -5.418, -6.648)
H (1.636, -9.275, -2.854)
H (0.946, -9.755, -4.406)
H (0.465, -8.201, -3.542)
C (-0.925, 6.298, 2.043)
O (-1.906, 5.261, 2.100)
P (-3.015, 5.266, 0.956)
O (-2.605, 5.774, -0.363)
O (-4.185, 6.140, 1.646)
C (-5.247, 6.541, 0.787)
O (-3.662, 3.791, 0.951)
C (-4.485, 3.284, -0.070)
H (-0.715, 6.651, 1.033)
H (0.006, 5.832, 2.372)
H (-1.128, 7.137, 2.705)
H (-5.426, 5.908, -0.083)
H (-5.290, 7.597, 0.529)
H (-6.151, 6.371, 1.385)
H (-4.087, 2.307, -0.345)
H (-4.615, 3.857, -0.993)
H (-5.514, 3.193, 0.295)
C (-0.829, 1.134, -4.029)
O (-1.910, 0.340, -3.550)
P (-3.383, 0.381, -4.160)
O (-3.809, 1.726, -4.584)
O (-4.353, -0.329, -3.152)
C (-4.317, -0.121, -1.745)
O (-3.332, -0.758, -5.310)
C (-4.461, -0.747, -6.198)
H (-0.928, 1.314, -5.103)
H (-0.004, 0.416, -4.095)
H (-0.438, 2.008, -3.526)
H (-4.367, -1.069, -1.203)
H (-5.269, 0.321, -1.436)
H (-3.431, 0.426, -1.438)
H (-4.047, -0.661, -7.198)
H (-5.227, -0.009, -5.958)
H (-5.061, -1.659, -6.130)

These are the Mulliken partial charges, in e, on atoms 1 to 2: atom 1 (C): -0.4921, atom 2 (O): -0.0680

=====

no.,E_tot (Ha)
1,-2943.20281
2,-8383.12480